No. 1
# C18H20N2O3

A single C18H20N2O3 molecule (ωB97M-V/def2-TZVPD, the OMol25 dataset).

Properties
M: 312.37 Da
multiplicity: 1
relative energy (zero: lowest compared OMol25 entry of this formula, charge and spin): 22.19 kcal/mol
max |F|: 0.85 eV/Å
HOMO-LUMO gap: 0.356 Eh
highest occupied orbital energy: -9.003 eV

Geometry as XYZ:
```
43
Properties=species:S:1:pos:R:3:forces:R:3:lowdin_charge:R:1
C 1.467304 0.980465 2.246771 -0.142 0.205 -0.098 -0.0184
C 0.923810 1.738286 1.030747 0.041 0.016 0.291 -0.3001
N -0.006691 0.905952 0.286197 0.340 0.052 -0.067 0.1253
C -1.340687 0.970373 0.441152 -0.003 -0.360 -0.481 -0.4368
O -1.900162 1.754286 1.175501 -0.199 0.227 0.362 0.0838
C -2.100811 -0.065426 -0.407635 -0.055 0.233 -0.108 -0.1821
C -3.545497 0.369013 -0.681289 -0.013 0.026 0.003 -0.1044
C -4.354661 -0.922589 -0.608772 -0.005 0.047 -0.028 -0.0630
C -3.502924 -1.850478 0.236581 -0.404 0.005 -0.107 -0.4520
O -3.830936 -2.899970 0.739465 -0.179 -0.317 0.102 0.0734
N -2.262901 -1.308907 0.321814 0.475 0.231 0.083 -0.0036
C -1.188936 -1.964686 1.023601 0.044 -0.236 0.288 -0.0448
C -0.049775 -2.317159 0.122137 -0.485 -0.177 -0.654 -0.2636
C -0.015289 -2.783885 -1.159236 -0.154 0.250 0.598 -0.0150
C 1.355097 -2.917565 -1.497709 0.407 0.144 0.366 -0.0527
C 2.050992 -2.523763 -0.399441 0.184 -0.311 -0.767 -0.1348
O 1.209918 -2.150621 0.585107 -0.099 0.119 0.441 0.0230
C 2.042637 2.192720 0.125917 -0.078 0.127 -0.010 -0.1860
C 2.826076 1.265588 -0.551694 -0.007 0.054 0.038 -0.0360
C 3.856460 1.682555 -1.374914 0.029 -0.078 -0.044 -0.0769
C 4.120510 3.032977 -1.527813 0.059 0.061 -0.040 -0.0913
C 3.347796 3.963064 -0.854435 0.063 0.065 -0.036 -0.0806
C 2.313927 3.544553 -0.034801 -0.034 -0.087 0.042 -0.0299
H 1.948181 0.054830 1.939542 0.056 -0.080 -0.025 0.0684
H 2.194099 1.596194 2.769921 0.085 0.038 0.091 0.0862
H 0.653200 0.745204 2.928040 -0.078 -0.058 0.081 0.0817
H 0.345766 2.601471 1.376821 0.139 -0.112 -0.104 0.1424
H 0.394719 0.203418 -0.314319 -0.168 -0.027 -0.094 0.1249
H -1.541569 -0.246763 -1.339077 -0.044 0.061 0.133 0.1513
H -3.844929 1.055348 0.113331 0.062 -0.044 -0.081 0.1159
H -3.640418 0.879896 -1.637144 0.030 0.032 0.015 0.1190
H -4.481859 -1.382544 -1.591149 -0.025 -0.064 0.025 0.1251
H -5.340330 -0.794761 -0.166584 0.016 -0.084 -0.001 0.1232
H -0.814760 -1.337895 1.841488 -0.038 -0.085 -0.056 0.1359
H -1.633774 -2.871360 1.453577 0.114 0.189 0.006 0.1395
H -0.858686 -3.015028 -1.776827 -0.250 -0.023 -0.088 0.1167
H 1.757409 -3.261445 -2.428043 0.166 -0.071 -0.167 0.1022
H 3.101537 -2.472048 -0.192344 0.123 0.041 0.129 0.1219
H 2.639512 0.207056 -0.436184 -0.023 -0.146 0.021 0.0919
H 4.455980 0.951018 -1.896773 0.049 -0.058 -0.045 0.1030
H 4.926021 3.358192 -2.169098 0.065 0.030 -0.052 0.1010
H 3.548659 5.017898 -0.969053 0.016 0.089 -0.013 0.1029
H 1.710693 4.273506 0.486405 -0.082 0.073 0.055 0.1137
```
Positions in Å, forces in eV/Å.

No. 2
# C18H20N2O4

A single C18H20N2O4 molecule (ωB97M-V/def2-TZVPD, the OMol25 dataset).

Properties
M: 328.37 Da
multiplicity: 1
relative energy (zero: lowest compared OMol25 entry of this formula, charge and spin): 168.50 kcal/mol
max |F|: 7.70 eV/Å
HOMO-LUMO gap: 0.320 Eh
highest occupied orbital energy: -8.374 eV

Geometry as XYZ:
```
44
Properties=species:S:1:pos:R:3:forces:R:3:lowdin_charge:R:1
N 0.702326 -1.533239 2.730899 3.394 0.305 -1.069 0.0105
C 0.111767 -1.725268 1.387264 -1.356 4.516 1.247 -0.3060
C -1.441542 -2.008563 1.256064 2.062 2.598 1.037 -0.1199
C -1.650332 -3.313504 1.741834 -2.870 -5.462 2.853 -0.2686
C -1.689424 -3.669567 3.180308 1.426 1.491 -1.756 -0.0256
C -2.027659 -4.940176 3.636004 -1.482 0.393 1.465 -0.1260
C -2.801972 -5.838513 2.877274 3.178 3.089 -4.374 -0.0678
C -2.734389 -5.572903 1.415697 1.325 1.384 1.830 -0.0238
C -2.106868 -4.331383 0.882790 -1.204 -1.900 3.751 -0.0214
C 0.252343 -0.355391 0.688817 -2.601 4.605 5.602 -0.4169
O 0.062922 0.654276 1.506379 1.383 -2.373 -2.918 -0.0466
N 0.145728 -0.208217 -0.596686 2.175 -5.266 -3.222 0.1093
C 0.395404 0.879254 -1.508965 1.694 -0.231 1.357 -0.2303
C 1.770472 1.566947 -1.226671 0.594 -1.827 -0.800 -0.0809
C 1.641550 3.035223 -1.442179 2.273 2.918 -1.071 -0.1823
C 2.189166 3.733827 -2.639117 -2.695 -3.146 2.139 0.0096
C 1.944942 5.077955 -2.917355 -0.490 -2.704 2.986 -0.0402
C 1.390675 5.686273 -1.873516 -1.269 2.763 5.294 -0.2963
O 1.323982 7.067366 -1.575312 -0.035 3.226 -5.746 -0.0979
C 1.029070 5.152031 -0.545981 -0.783 2.140 -2.260 -0.0091
C 1.144569 3.824533 -0.333546 1.096 -2.028 -0.586 -0.0268
C 0.172716 0.372226 -2.833566 -0.529 -3.816 -3.483 -0.3941
O 0.276656 -0.867084 -3.024941 -0.391 3.774 -0.754 0.0606
O -0.232145 1.298118 -3.803633 0.079 -3.047 -0.214 0.0821
H 1.805371 -1.894803 2.550887 -3.763 1.540 1.068 0.1520
H 0.722582 -0.405932 2.833423 0.003 -3.179 -0.284 0.1132
H 0.568004 -2.405846 0.803424 1.762 -2.866 -1.582 0.0962
H -1.604665 -1.823562 0.201074 -0.731 -0.361 -0.102 0.1170
H -2.058354 -1.350700 1.903705 0.664 0.282 -0.673 0.1548
H -1.318425 -2.866175 3.865220 -0.264 -1.051 -0.481 0.1082
H -1.914262 -5.197644 4.733236 -0.056 0.611 -1.324 0.1152
H -3.065501 -6.716850 3.353054 -0.967 -1.808 0.267 0.0598
H -2.993752 -6.354625 0.717406 -0.466 0.107 -0.073 0.0722
H -2.111837 -4.044549 -0.116376 -0.184 -0.323 -1.945 0.0725
H 0.504328 -1.184987 -1.024267 -1.385 2.979 0.408 0.2120
H -0.307439 1.601257 -1.367999 -2.046 2.223 0.772 0.1358
H 2.676280 1.015285 -1.645638 -1.288 0.935 -0.513 0.1564
H 1.851602 1.162714 -0.232238 0.398 1.355 1.099 0.0947
H 2.513068 3.058462 -3.400928 0.654 -0.180 -0.448 0.0953
H 2.373520 5.612358 -3.636680 1.516 1.808 -3.311 0.0748
H 1.309732 7.761153 -2.495985 0.169 -3.429 3.928 0.2288
H 0.605239 6.064831 -0.000903 0.740 -2.224 0.225 0.1453
H 1.084651 3.243557 0.610636 -0.643 0.863 -0.486 0.1261
H -0.510099 0.741839 -4.632915 0.912 1.318 2.148 0.1785
```
Positions in Å, forces in eV/Å.

No. 3
# C18H20N2O4S

A single C18H20N2O4S molecule (ωB97M-V/def2-TZVPD, the OMol25 dataset).

Properties
M: 360.43 Da
multiplicity: 1
relative energy (zero: lowest compared OMol25 entry of this formula, charge and spin): 61.82 kcal/mol
max |F|: 0.74 eV/Å
HOMO-LUMO gap: 0.303 Eh
highest occupied orbital energy: -7.581 eV

Geometry as XYZ:
```
45
Properties=species:S:1:pos:R:3:forces:R:3:lowdin_charge:R:1
C 0.742419 -6.276847 1.308095 0.152 -0.109 0.077 -0.0761
O -0.395114 -5.608929 0.817043 -0.259 0.365 -0.128 -0.1110
C -0.325966 -4.262351 0.584291 -0.096 -0.058 -0.021 -0.1837
C 0.814037 -3.507975 0.846883 -0.047 -0.035 0.005 -0.0041
C 0.844132 -2.141562 0.627178 0.086 0.044 -0.026 -0.0593
C -0.281177 -1.518652 0.135256 0.088 0.379 -0.218 -0.2808
S -0.280167 0.253132 -0.088287 -0.350 -0.487 0.326 0.6659
O 1.064625 0.684529 -0.323607 0.052 -0.172 0.309 -0.2611
O -1.308441 0.592957 -1.033226 -0.175 -0.323 0.198 -0.2950
N -0.768269 0.717317 1.447474 0.103 -0.140 -0.719 -0.1197
C 0.072279 1.605360 2.219246 0.322 0.234 0.339 -0.2312
C -0.278133 3.087930 2.013449 0.054 -0.272 -0.292 -0.1250
C -0.163290 3.428251 0.565974 -0.377 0.200 0.128 -0.2120
C -1.155697 3.376529 -0.368354 0.033 0.274 0.399 -0.0824
N -0.653507 3.654128 -1.607890 -0.301 -0.078 -0.330 0.0975
C 0.693258 3.845808 -1.505378 0.544 0.140 0.315 -0.2117
C 1.640896 4.131506 -2.478853 -0.001 -0.009 -0.112 -0.0209
C 2.946539 4.297358 -2.070244 -0.021 -0.002 -0.158 -0.1015
C 3.305085 4.186244 -0.724529 0.219 0.010 0.149 -0.1021
C 2.370066 3.904095 0.245405 -0.057 -0.007 -0.038 -0.0278
C 1.042349 3.728939 -0.139012 -0.089 0.115 -0.455 -0.1460
C -1.419468 -2.242211 -0.145617 -0.085 -0.260 -0.044 0.0242
C -1.469691 -3.618334 0.061901 0.188 0.204 0.026 -0.1840
O -2.661638 -4.188461 -0.251626 0.099 0.273 0.156 -0.0600
C -2.806550 -5.588454 -0.366543 -0.182 -0.430 -0.071 -0.0704
H 1.034653 -5.904145 2.294543 0.004 -0.001 -0.043 0.0978
H 1.588235 -6.194803 0.618864 -0.022 0.014 0.030 0.0987
H 0.447350 -7.321879 1.392186 0.084 0.061 0.018 0.0964
H 1.696321 -3.988955 1.236161 0.063 -0.075 0.026 0.1050
H 1.730046 -1.561026 0.821810 0.185 0.003 0.052 0.1138
H -1.738099 0.992640 1.433839 -0.228 -0.057 -0.134 0.1090
H 1.091652 1.419429 1.878482 0.059 0.091 0.234 0.1107
H -0.014356 1.332053 3.276992 0.096 0.006 -0.114 0.1162
H -1.298151 3.267770 2.363870 0.032 0.051 0.091 0.1154
H 0.405550 3.697564 2.606686 -0.076 0.040 0.098 0.1151
H -2.202583 3.175298 -0.239792 -0.140 -0.068 0.018 0.1265
H -1.164544 3.550592 -2.467115 0.066 0.003 0.083 0.1588
H 1.363392 4.212688 -3.519957 0.002 0.023 -0.100 0.1060
H 3.711012 4.514670 -2.802240 0.033 0.015 -0.060 0.0961
H 4.340926 4.321647 -0.447567 0.063 0.011 0.033 0.0951
H 2.659011 3.816284 1.282799 0.053 -0.006 0.108 0.1079
H -2.285230 -1.743722 -0.548472 -0.186 -0.016 -0.084 0.1264
H -2.729872 -6.086263 0.601709 -0.021 0.042 -0.120 0.0913
H -2.071390 -6.014317 -1.052233 -0.043 0.020 0.035 0.0980
H -3.807356 -5.734553 -0.772590 0.076 -0.013 0.013 0.0940
```
Positions in Å, forces in eV/Å.

No. 4
# C18H20N4O2S

A single C18H20N4O2S molecule (ωB97M-V/def2-TZVPD, the OMol25 dataset).

Properties
M: 356.45 Da
multiplicity: 1
relative energy (zero: lowest compared OMol25 entry of this formula, charge and spin): 51.77 kcal/mol
max |F|: 1.76 eV/Å
HOMO-LUMO gap: 0.348 Eh
highest occupied orbital energy: -9.149 eV

Geometry as XYZ:
```
45
Properties=species:S:1:pos:R:3:forces:R:3:lowdin_charge:R:1
C -4.752362 -2.343334 0.903715 0.060 0.019 0.177 0.0277
C -3.850733 -1.175762 1.015128 0.328 0.378 -0.813 -0.2440
O -3.503855 -0.720652 2.223220 -0.530 -0.808 -0.320 0.0379
N -2.674771 0.340448 2.091098 0.766 1.110 0.003 0.1345
C -2.485893 0.548346 0.813204 -0.632 -0.676 0.234 -0.2457
C -1.648710 1.634103 0.323129 0.321 0.419 0.032 -0.1800
C -1.883829 2.221987 -0.917400 -0.066 -0.044 0.169 -0.0248
C -1.052119 3.225952 -1.376954 0.018 0.047 -0.078 -0.0647
C 0.012199 3.658166 -0.603254 0.002 0.032 -0.014 -0.0745
C 0.231863 3.097903 0.644893 0.012 0.058 0.052 -0.0810
C -0.593153 2.091454 1.109489 -0.128 -0.027 -0.099 -0.0395
C -3.217268 -0.424606 0.054040 -0.365 -0.104 0.945 -0.0865
C -3.358241 -0.566841 -1.402271 0.166 -0.111 -0.147 -0.4388
O -4.428548 -0.605969 -1.966915 -0.173 -0.026 -0.023 0.1037
N -2.193600 -0.634150 -2.137516 -0.580 0.094 -0.630 0.1212
C -0.900817 -0.834273 -1.749865 0.694 -0.471 1.178 -0.5856
N 0.083518 -0.645486 -2.563668 -1.485 0.529 -0.792 0.0228
N 1.260735 -0.985865 -2.063078 1.484 -0.341 0.074 0.0086
C 1.232820 -1.447544 -0.870075 -0.913 -0.263 0.439 -0.5704
C 2.406700 -1.911700 -0.098539 0.381 0.204 0.190 -0.1558
C 3.267786 -0.756572 0.467769 0.046 -0.049 0.115 -0.6050
C 2.385788 0.196634 1.273802 0.140 -0.124 -0.215 -0.0585
C 3.938484 -0.001669 -0.678292 -0.157 -0.044 0.133 -0.0507
C 4.334388 -1.365389 1.380062 -0.194 0.085 -0.161 -0.0587
S -0.404592 -1.497021 -0.199560 0.478 0.160 -0.885 1.1395
H -5.490468 -2.314456 1.701385 -0.086 -0.033 0.003 0.0948
H -5.247388 -2.326383 -0.063457 -0.028 0.002 -0.006 0.0887
H -4.184487 -3.269198 0.997008 -0.001 -0.053 0.017 0.0967
H -2.730688 1.911642 -1.511890 -0.036 0.017 -0.052 0.1157
H -1.237006 3.673184 -2.341992 -0.014 0.038 -0.077 0.1069
H 0.664261 4.436896 -0.969451 0.054 0.064 -0.030 0.1039
H 1.051921 3.443934 1.256279 0.079 0.020 0.048 0.1071
H -0.435106 1.641039 2.076690 0.071 -0.052 0.100 0.1148
H -2.317619 -0.569507 -3.142991 -0.044 -0.010 0.145 0.1680
H 3.029964 -2.516348 -0.760893 -0.037 -0.086 0.041 0.1307
H 2.060537 -2.536368 0.726553 0.074 -0.084 0.014 0.1141
H 1.683033 0.711735 0.622810 -0.069 0.053 -0.007 0.0572
H 1.822705 -0.343241 2.032836 -0.111 -0.045 0.148 0.0891
H 2.997526 0.945769 1.770712 0.078 0.119 0.075 0.0895
H 4.637090 -0.648164 -1.203983 0.109 -0.073 -0.107 0.0866
H 4.485084 0.856318 -0.294289 0.104 0.110 0.060 0.0846
H 3.197383 0.347355 -1.392447 0.009 0.075 -0.083 0.0689
H 4.939069 -2.088178 0.837037 0.108 -0.105 -0.050 0.0836
H 4.991751 -0.586336 1.758414 0.104 0.079 0.063 0.0843
H 3.876666 -1.867858 2.229504 -0.038 -0.083 0.132 0.0830
```
Positions in Å, forces in eV/Å.